(1)
8
Properties=species:S:1:pos:R:3:forces:R:3:nbo_charge:R:1 method="wB97M-V/def2-TZVPD" gap_ev=7.297 total_charge=-1 e_lumo_ev=3.600 smiles="NC([S-])=S(=O)=O"
N -0.315340 0.578429 -0.951344 1.302 -3.588 1.785 -0.839
C -0.058643 -0.703640 -0.374541 -1.257 2.634 -1.299 -0.113
S -0.725873 -2.144007 -0.934269 0.703 1.228 0.399 -0.281
S 0.832277 -0.365097 1.322821 -1.565 -1.382 0.596 1.501
O 1.379380 0.967230 1.081322 1.011 1.524 -0.724 -1.063
O -0.421561 -0.243694 2.129718 0.474 -0.429 -0.173 -1.028
H -0.952720 0.570438 -1.724008 0.076 0.504 -0.199 0.386
H 0.262479 1.340341 -0.549699 -0.744 -0.491 -0.384 0.436

(2)
12
Properties=species:S:1:pos:R:3:forces:R:3:nbo_charge:R:1 method="wB97M-V/def2-TZVPD" gap_ev=10.144 e_lumo_ev=-0.670
C -0.887423 -1.515115 -0.028967 1.138 -0.008 0.202 0.739
N 1.008139 0.202223 0.941845 2.409 2.112 -0.818 -1.168
O 1.722294 2.511381 -0.406417 -0.956 2.215 -1.184 -0.835
O -1.394274 0.488097 1.626426 -0.841 0.460 -0.141 -0.889
O -0.728502 0.981557 -0.775012 3.186 0.194 1.414 -0.839
F 0.217080 -2.261586 0.040526 -0.391 -0.139 0.274 -0.304
F -1.876754 -2.064289 0.640026 -0.059 -0.094 0.594 -0.295
F -1.248439 -1.466689 -1.293600 -0.311 0.213 -0.893 -0.312
F 2.890681 0.424447 -0.801545 -0.133 1.148 1.145 -0.506
S 2.367510 1.526076 0.328107 -1.087 -5.380 0.558 1.785
S -0.434951 0.221947 0.612779 0.459 -0.939 -0.425 2.129
H -1.635360 0.951950 -0.884168 -3.412 0.219 -0.726 0.496

(3)
8
Properties=species:S:1:pos:R:3:forces:R:3:nbo_charge:R:1 method="wB97M-V/def2-TZVPD" gap_ev=10.010 e_lumo_ev=0.216 smiles="O=CPC=O"
O 1.219187 0.803784 1.733884 1.047 -0.545 2.091 -0.491
C 0.793677 1.014784 0.662656 -0.991 1.570 -2.656 0.203
P -0.956915 0.389162 0.226986 0.722 0.913 0.144 0.368
C -0.594837 -0.876167 -1.044138 -1.038 -1.379 0.519 0.152
O -1.243906 -1.896224 -1.081756 -0.075 0.258 0.202 -0.500
H 1.316039 1.743014 -0.028018 -0.197 -0.601 0.143 0.120
H -0.689711 -0.409080 1.314476 -0.686 -0.930 0.524 0.015
H 0.156466 -0.769272 -1.784089 1.218 0.714 -0.968 0.134

(4)
43
Properties=species:S:1:pos:R:3:forces:R:3:nbo_charge:R:1 method="wB97M-V/def2-TZVPD" gap_ev="8.254 / 8.641" e_lumo_ev="-0.389 / -0.087" spin_multiplicity=5 s_squared=6.017
H -1.235973 -3.682503 -0.477599 0.052 0.012 0.064 0.228
N 0.168326 -2.104912 -0.238454 1.161 -1.753 1.251 -0.400
B 2.422064 -0.824538 -0.013079 1.607 0.168 0.391 0.566
N 1.485111 -2.040036 0.186439 -1.460 -0.941 -0.625 -0.286
C 1.905122 -3.303153 0.431559 -1.012 0.563 -0.245 0.043
Cr -0.995455 -0.904729 -1.178845 -1.009 0.320 0.396 1.250
H 2.926563 -3.496943 0.698639 0.089 0.032 0.135 0.237
C 0.846375 -4.180353 0.217295 0.228 -0.154 0.176 -0.335
H 0.869842 -5.247784 0.320259 0.014 -0.117 0.076 0.239
C -0.232371 -3.405405 -0.186723 1.317 1.175 0.114 -0.025
H 3.408905 -1.307384 -0.539421 -0.070 0.158 0.166 -0.059
C -0.820414 4.114748 2.318037 -0.142 -0.024 -1.734 -0.845
H -1.767908 4.567839 2.013333 0.126 -0.073 0.058 0.208
H -0.779961 3.086440 1.946301 0.017 0.187 0.082 0.217
H 0.002487 4.686969 1.880875 -0.107 -0.101 0.078 0.210
N 3.031652 -0.119325 1.268571 -0.714 0.284 0.857 -0.365
N 1.856315 0.132035 -1.103268 -1.277 0.170 -1.394 -0.285
N 2.325195 0.430202 2.329034 0.543 0.036 -0.186 -0.285
N 0.551310 0.148207 -1.566619 1.741 1.661 -0.736 -0.404
C 4.367537 0.014502 1.502857 -0.249 0.258 0.583 -0.033
C 2.617103 0.815333 -1.986895 -0.877 -0.138 0.303 0.040
H 5.080842 -0.371778 0.791604 0.024 0.037 0.064 0.211
H 3.685888 0.872862 -1.849790 -0.099 0.062 0.028 0.236
C 4.550333 0.662437 2.723006 -0.655 -0.373 -0.809 -0.367
C 1.802103 1.325861 -2.992059 0.118 0.133 0.053 -0.336
C 3.237558 0.905300 3.198882 0.099 -0.765 -1.396 -0.055
C 0.506763 0.908846 -2.697936 1.171 -0.776 1.201 -0.025
H 5.479163 0.918752 3.192319 0.165 0.025 0.044 0.223
H 2.119412 1.917014 -3.828901 0.030 0.094 -0.081 0.239
H 2.983528 1.400676 4.131496 -0.313 -0.199 -0.331 0.207
H -0.423644 1.063914 -3.226625 0.053 -0.002 0.074 0.231
H -0.742867 4.120594 3.362767 0.117 -0.003 1.508 0.210
Cl -3.193914 -1.389319 -3.595466 -0.046 -0.168 -0.419 0.022
C -3.883532 -0.720059 -2.164362 -1.522 0.707 1.218 -0.048
C -3.037544 -0.477395 -1.096007 0.221 -0.036 -0.253 -0.571
C -3.523628 0.100905 0.063424 -1.610 0.053 -0.458 -0.045
Cl -2.404672 0.408732 1.349683 -0.015 0.049 0.126 0.037
C -4.899131 0.421450 0.202432 0.622 -0.435 -0.703 -0.099
Cl -5.477961 1.131584 1.645274 -0.149 0.081 0.146 0.064
C -5.781660 0.136345 -0.869909 1.372 -0.235 -0.137 -0.080
Cl -7.449469 0.475239 -0.720687 -0.103 0.030 -0.015 0.073
C -5.268778 -0.426009 -2.068928 0.866 0.051 0.656 -0.106
Cl -6.310615 -0.765160 -3.372517 -0.321 -0.055 -0.331 0.062

(5)
79
Properties=species:S:1:pos:R:3:forces:R:3:lowdin_spin:R:1 method="wB97M-V/def2-TZVPD" gap_ev="8.383 / 8.334" e_lumo_ev="-0.092 / -0.138" spin_multiplicity=3 s_squared=2.005
Ni -0.091102 -0.030648 0.049590 -0.038 -0.677 0.263 1.748
N -0.238103 -1.872161 3.201016 -0.023 0.023 -0.120 -0.001
C -0.722761 -2.446882 2.092412 0.039 0.089 -0.021 0.003
N -0.914223 -1.823891 0.950881 -0.223 0.011 -0.081 0.042
C -1.490963 -2.670845 0.015935 0.000 0.365 -0.103 0.002
C -1.690275 -3.938907 0.410221 -0.054 -0.233 0.016 0.001
S -1.174012 -4.121649 2.049205 -0.017 -0.094 0.054 0.004
C -1.878222 -2.033197 -1.245270 0.167 0.080 0.218 0.002
C -2.712561 -2.492211 -2.194481 -0.082 -0.132 -0.142 0.001
S -2.979277 -1.266470 -3.381158 -0.049 -0.036 -0.051 0.003
C -1.943582 -0.196366 -2.501493 0.149 0.156 -0.136 0.002
N -1.403601 -0.743913 -1.444929 -0.013 0.011 0.276 0.030
N -1.684112 1.064249 -2.930555 -0.095 -0.107 0.068 0.000
H 0.049649 -0.898163 3.131869 -0.013 -0.018 -0.014 0.000
H -0.130027 -2.391135 4.051145 0.010 -0.003 -0.006 0.000
H -2.103479 -4.764889 -0.145960 0.014 0.060 0.047 0.000
H -3.213158 -3.446120 -2.244914 0.022 0.086 -0.001 0.000
H -2.265986 1.410500 -3.676819 -0.011 0.041 -0.018 0.000
H -1.527485 1.779861 -2.222686 -0.014 0.016 0.026 0.000
Br 1.355119 -2.858756 -2.028656 -0.013 0.059 0.023 0.001
C 2.454644 -1.908348 -0.817819 -0.094 0.078 0.148 0.002
C 3.819312 -2.120866 -0.874888 0.058 -0.027 -0.028 0.001
C 4.618492 -1.476744 0.055670 0.034 -0.018 -0.028 -0.001
C 4.021683 -0.682808 1.017153 0.086 -0.008 0.055 0.001
C 2.652444 -0.518838 0.982467 -0.182 -0.082 -0.073 0.001
N 1.868481 -1.104908 0.064112 0.106 -0.125 -0.390 0.033
C 1.938917 0.302501 2.039762 -0.307 0.028 0.031 0.003
O 2.586789 0.760666 2.959061 0.041 0.018 0.043 0.004
O 0.656139 0.357027 1.888859 0.382 0.233 -0.287 0.043
H 4.229997 -2.772769 -1.632238 0.004 0.020 0.010 0.000
H 5.693643 -1.602143 0.027662 -0.032 -0.013 0.011 0.000
H 4.574797 -0.169492 1.790317 0.006 -0.015 -0.013 0.000
C 0.788174 5.607255 -3.909682 -0.005 -0.025 0.029 0.001
C 0.545429 4.471873 -4.667602 0.003 -0.040 0.040 0.000
C 0.709395 3.210223 -4.106951 -0.017 0.059 0.059 0.002
C 1.124049 3.080887 -2.786361 -0.129 -0.052 -0.037 0.005
C 1.373736 4.222084 -2.029311 0.009 -0.042 -0.009 0.001
C 1.203955 5.478642 -2.590926 0.022 0.000 -0.040 0.000
As 1.332617 1.300578 -1.980352 0.236 0.421 0.071 0.023
C 1.881892 0.314356 -3.556421 -0.041 -0.082 0.074 0.006
C 1.077438 -0.290564 -4.509733 -0.053 -0.017 -0.042 0.001
C 1.657173 -0.971088 -5.571405 0.062 0.006 -0.013 0.000
C 3.042669 -1.052287 -5.670878 -0.058 0.016 0.038 0.001
C 3.848480 -0.458535 -4.710529 0.012 -0.073 -0.061 0.000
C 3.273182 0.223667 -3.644454 0.198 0.062 0.062 0.002
C 4.023337 0.890044 -2.553401 -0.017 -0.161 -0.197 0.001
C 5.407464 0.962474 -2.442114 0.093 0.014 0.022 0.000
C 5.979747 1.635178 -1.370134 -0.082 0.016 0.006 0.000
C 5.176094 2.228712 -0.400196 0.018 -0.044 -0.053 0.000
C 3.792561 2.148189 -0.499381 -0.003 0.033 0.032 0.000
C 3.226751 1.483474 -1.578663 -0.181 0.121 0.242 0.002
H 0.647612 6.590511 -4.341503 0.011 -0.028 0.010 0.000
H 0.226763 4.563093 -5.699157 -0.007 -0.005 0.029 0.000
H 0.510432 2.331282 -4.706147 0.020 -0.010 -0.028 0.000
H 1.676569 4.140130 -0.994263 0.011 0.001 -0.038 0.000
H 1.392814 6.361077 -1.991637 -0.025 -0.030 -0.010 0.000
H -0.001927 -0.240692 -4.430471 0.046 0.030 0.002 0.000
H 1.029095 -1.438369 -6.320096 0.026 0.004 0.015 0.000
H 3.495612 -1.581802 -6.499781 -0.012 0.009 0.013 0.000
H 4.925941 -0.527370 -4.797911 -0.010 -0.008 0.001 0.000
H 6.043404 0.507368 -3.192687 -0.007 0.021 0.022 0.000
H 7.058403 1.704777 -1.294509 -0.032 -0.015 0.006 0.000
H 5.626148 2.745710 0.439021 -0.014 -0.011 -0.040 0.000
H 3.165447 2.591048 0.267869 0.022 -0.021 -0.052 0.000
F -1.531940 1.552861 3.036397 -0.017 -0.089 0.172 0.000
C -1.016892 2.734063 2.725532 -0.028 -0.057 -0.550 0.000
F 0.125459 2.929971 3.347395 0.042 -0.006 0.233 0.000
F -1.887677 3.670101 3.075840 0.055 0.025 0.071 0.000
S -0.699677 2.797141 0.862513 -0.288 0.616 -0.577 0.003
O -1.424333 1.634974 0.281609 0.574 0.341 0.312 0.025
O 0.722043 2.810416 0.648437 -0.091 -0.169 0.272 -0.001
N -1.331038 4.190410 0.518135 -0.243 -0.471 -0.046 0.004
S -2.218307 4.476575 -0.759606 0.234 0.068 -0.080 0.000
O -2.442381 5.881129 -0.859210 -0.010 -0.070 0.009 0.000
O -1.796536 3.754522 -1.936526 -0.072 -0.078 0.179 0.000
C -3.895903 3.733697 -0.363681 0.130 0.036 0.042 0.000
F -4.818989 4.686425 -0.351268 -0.088 -0.023 0.011 0.000
F -4.223434 2.834011 -1.293521 -0.083 -0.068 -0.037 0.000
F -3.893061 3.123761 0.820784 -0.071 0.011 0.059 0.000

(6)
49
Properties=species:S:1:pos:R:3:forces:R:3:nbo_charge:R:1 method="wB97M-V/def2-TZVPD" gap_ev=6.308 total_charge=+1 e_lumo_ev=-3.748
Pt -0.474462 -0.200173 -0.899061 -0.058 0.355 -0.193 0.955
N -2.303706 -1.304422 -0.751201 0.098 0.163 0.116 -0.786
C -3.367363 -0.331631 -1.072454 0.103 0.178 -0.131 -0.241
C -3.130575 0.950876 -0.268496 0.022 -0.153 0.061 -0.249
N -1.728946 1.456356 -0.410622 0.344 -0.537 0.022 -0.577
C -1.545748 2.551384 -1.392174 -0.218 0.365 0.184 -0.244
C -1.754333 2.081008 -2.805311 -0.105 -0.152 -0.177 -0.246
N -0.918456 0.893449 -3.049975 0.179 -0.055 -0.184 -0.881
H -2.281169 -2.118791 -1.359216 -0.082 0.062 -0.105 0.432
H -2.376863 -1.648357 0.205213 -0.044 -0.113 -0.039 0.421
H -4.364677 -0.731983 -0.885477 0.014 0.063 0.097 0.234
H -3.280696 -0.119498 -2.136388 -0.108 -0.052 -0.014 0.210
H -3.291169 0.758478 0.794153 -0.029 -0.030 -0.016 0.230
H -3.828644 1.731383 -0.574454 -0.052 -0.055 0.010 0.231
H -1.410266 1.802192 0.493551 -0.026 -0.001 -0.027 0.439
H -0.533088 2.926460 -1.248107 -0.003 0.063 -0.019 0.243
H -2.250394 3.359763 -1.175183 0.092 -0.004 0.090 0.223
H -1.535809 2.909165 -3.483294 0.061 -0.052 -0.010 0.228
H -2.801868 1.822126 -2.972349 0.041 -0.049 0.007 0.200
H 0.048798 1.186584 -3.192725 -0.051 -0.082 -0.051 0.409
H -1.204692 0.428734 -3.904681 0.003 -0.130 0.017 0.404
C 3.386957 0.497343 -3.777418 0.116 -0.088 0.029 -0.732
S 4.382055 1.341611 -2.515258 -0.166 0.083 0.029 0.283
C 3.990879 0.411799 -1.067264 0.008 -0.163 -0.060 -0.378
C 2.795292 0.302188 -0.456868 0.142 -0.029 -0.071 -0.430
S 1.383163 1.176462 -0.997673 -0.099 0.096 0.271 -0.045
S 2.767149 -0.631764 1.017061 0.062 0.060 0.018 0.448
C 4.449783 -1.093223 1.037926 0.042 -0.080 0.088 -0.570
S 5.095372 -2.044490 2.190149 -0.079 0.118 -0.159 0.037
S 5.325489 -0.406567 -0.298262 -0.029 -0.048 0.044 0.512
H 3.217607 1.223884 -4.570617 0.037 -0.004 -0.004 0.232
H 2.433197 0.189112 -3.359410 -0.042 -0.012 0.023 0.215
H 3.914172 -0.365059 -4.174057 0.013 -0.035 0.010 0.236
O 0.015123 0.490972 1.976914 -0.150 -0.186 -0.362 -0.724
B -0.268836 -0.523309 1.075800 0.132 -0.069 0.186 0.976
O -0.667598 -1.692441 1.694487 0.146 0.187 -0.240 -0.710
C -0.515192 -1.429911 3.050102 0.058 0.178 0.314 0.190
C -0.713159 -2.280547 4.113102 0.021 0.084 -0.087 -0.221
C -0.476135 -1.742196 5.374655 0.010 0.010 0.041 -0.197
C -0.062025 -0.423977 5.544804 0.000 -0.012 0.010 -0.193
C 0.136323 0.427643 4.461239 -0.032 -0.087 -0.083 -0.255
C -0.104538 -0.115246 3.220317 -0.079 -0.244 0.143 0.265
H -1.021392 -3.306355 3.973330 0.000 -0.018 -0.007 0.240
H -0.608322 -2.369574 6.244863 -0.002 -0.001 0.010 0.232
H 0.119383 -0.052843 6.543577 -0.002 0.000 0.011 0.232
H 0.468758 1.448293 4.582421 0.009 0.013 -0.004 0.241
S 2.870882 -3.218430 -1.680450 0.001 0.113 0.013 0.012
C 1.538469 -2.381443 -1.568149 0.273 -0.300 -0.066 0.189
N 0.481272 -1.835012 -1.547068 -0.569 0.649 0.267 -0.718

(7)
48
Properties=species:S:1:pos:R:3:forces:R:3:nbo_charge:R:1 method="wB97M-V/def2-TZVPD" gap_ev="7.381 / 3.160" total_charge=+1 e_lumo_ev="-4.940 / -9.160" spin_multiplicity=3 s_squared=2.007
Ni 2.674431 -11.137059 -16.275589 0.018 0.012 0.071 0.931
N 4.329868 -11.124659 -15.272383 0.793 -0.165 1.893 -1.349
S 5.827643 -10.580919 -15.530727 0.089 1.810 -2.977 2.519
O 6.867854 -11.524257 -15.663809 -0.021 -0.597 0.588 -0.875
O 6.086051 -9.318422 -14.928075 -0.099 -0.106 0.490 -0.936
F 5.518694 -10.176158 -17.060844 -0.110 -0.072 0.380 -0.523
S 4.374728 -11.823160 -13.781799 -1.027 -1.584 -0.054 2.519
O 3.074068 -12.027793 -13.269016 -0.412 0.461 -0.461 -0.887
O 5.415710 -11.360727 -12.946395 0.553 0.704 -0.044 -0.912
F 4.849724 -13.229008 -14.256359 0.100 -0.443 0.122 -0.478
C 4.758964 -11.025830 -20.104687 0.032 0.135 -0.383 -0.493
N 5.440417 -10.663144 -21.392133 -0.227 -0.675 0.029 0.536
O 4.772972 -10.153648 -22.256215 -0.213 0.306 -0.199 -0.356
O 6.618584 -10.928506 -21.466565 0.193 0.106 0.105 -0.371
H 5.110683 -12.009118 -19.815699 0.314 0.137 0.219 0.236
H 3.685910 -11.059779 -20.256375 -0.011 0.255 -0.181 0.222
H 5.057700 -10.218577 -19.443111 -0.077 -0.280 0.350 0.226
C 9.864826 -11.549273 -15.919898 -0.486 0.467 -0.689 -0.482
N 11.336411 -11.683930 -15.962427 -0.117 -0.212 0.564 0.530
O 11.805838 -12.252634 -16.912521 0.241 -0.153 -0.310 -0.346
O 11.958674 -11.226534 -15.021540 0.031 0.088 -0.009 -0.390
H 9.361485 -12.486726 -15.706422 0.376 -0.077 0.204 0.255
H 9.555593 -11.254020 -16.921385 0.001 0.052 0.039 0.235
H 9.621326 -10.778120 -15.200401 -0.030 -0.078 0.063 0.195
Br 10.504978 -11.708359 -11.087451 -0.168 0.007 -0.057 0.080
C 9.849351 -9.941286 -11.497562 0.110 0.284 0.262 -0.483
C 8.669373 -10.023206 -12.449399 0.301 -1.081 0.139 -0.479
Br 8.353236 -8.252160 -13.138564 -0.056 0.400 -0.689 0.460
H 10.679443 -9.391418 -11.930202 0.026 -0.081 -0.132 0.244
H 9.579327 -9.465698 -10.559206 -0.053 -0.041 0.032 0.239
H 7.736841 -10.379321 -12.019060 -0.057 0.203 0.119 0.267
H 8.912387 -10.708809 -13.268169 -0.079 0.394 -0.217 0.276
Br 8.251195 -14.145425 -13.847813 0.121 0.041 0.089 -0.030
C 7.168168 -14.360439 -12.245831 -0.490 0.200 0.046 -0.437
C 8.017468 -14.846591 -11.101253 -0.418 -0.167 -0.340 -0.452
Br 6.926927 -14.954272 -9.497832 -0.012 0.015 -0.045 0.009
H 6.384835 -15.049942 -12.541573 0.038 -0.180 0.182 0.232
H 6.696760 -13.406885 -12.021269 0.172 0.088 -0.093 0.222
H 8.807335 -14.140508 -10.896752 0.275 -0.099 0.078 0.227
H 8.369091 -15.847797 -11.321762 0.310 0.025 0.210 0.234
Br 4.604086 -5.446123 -15.955940 0.109 0.189 -0.003 0.051
C 6.369670 -6.191268 -15.687159 -0.199 -0.560 -0.127 -0.481
C 6.906451 -6.604679 -17.048404 -0.239 -0.088 0.447 -0.419
Br 8.466556 -7.775820 -16.746514 0.121 0.229 0.385 0.261
H 6.204257 -7.078387 -15.086743 0.058 0.066 0.122 0.246
H 7.010394 -5.486931 -15.169209 -0.055 0.187 -0.081 0.235
H 7.186415 -5.745235 -17.649558 0.356 -0.157 -0.086 0.255
H 6.212119 -7.249795 -17.571300 -0.081 0.033 -0.048 0.239

| no. | strongest force on any atom (eV/Å) | total energy (eV) |
| --- | --- | --- |
| 1 | 4.21 | -28325.996 |
| 2 | 5.52 | -41222.903 |
| 3 | 3.24 | -15504.211 |
| 4 | 2.52 | -117470.015 |
| 5 | 0.89 | -286340.143 |
| 6 | 0.90 | -94867.113 |
| 7 | 3.49 | -517824.422 |